The following is a DFT calculation (ωB97M-V/def2-TZVPD) of 2 unconnected molecules or ions with the total composition C3H10NS at a distorted geometry.

The geometry in ORCA input format:
```
! RIJCOSX wB97M-V def2-TZVPD def2/J DEFGRID3
* xyz 1 3
S -2.6164 0.3530 -0.6456
N 0.6145 0.5854 0.1227
C 0.8722 -0.6653 0.2282
C 1.6207 1.6427 -0.0908
C -0.1079 -1.7346 0.2533
H 1.4763 2.3989 0.7085
H -3.9211 0.3197 -0.7218
H 2.6918 1.2983 0.0881
H -1.1487 -1.3874 0.4435
H -0.3703 0.9224 -0.0365
H 0.2614 -2.5168 0.8343
H 1.4375 2.0561 -1.0252
H -2.5108 -0.3820 0.4466
H -0.2199 -2.1609 -0.7779
H 1.9206 -0.7295 0.1725
*
```

Frontier orbital gap (alpha / beta) (eV): 4.5 / 7.3
HOMO energy (alpha / beta) (eV): -8.66 / -15.77
DFT total energy (eV): -15585.33708

These are the natural (NBO) partial charges, in e, on atoms 1 to 6: number 1, S, carries 0.40; number 2, N, carries -0.46; number 3, C, carries 0.16; number 4, C, carries -0.42; number 5, C, carries -0.68; number 6, H, carries 0.23